Entry from the Open Molecules 2025 dataset: a structure of composition C7H20AsBNO8P at a distorted geometry (the ωB97M-V functional and the def2-TZVPD basis).

```
39
Properties=species:S:1:pos:R:3:nbo_charge:R:1
C 1.7454 2.2081 -3.0035 -0.24
O 0.8693 1.8997 -1.9403 -0.56
C 1.4261 0.8376 -1.1665 -0.41
As -0.0617 0.0840 0.0943 0.91
C -0.7641 -1.0230 -1.5342 -0.75
C -2.1247 -0.5582 -2.0020 -0.24
N -2.5965 -1.3977 -3.1555 -0.85
C 1.3129 -1.3961 0.6332 -1.21
P 1.0350 -2.5510 1.9670 2.35
O 2.3638 -3.1179 2.3544 -1.20
O 0.1673 -3.8431 1.5129 -0.99
O 0.4335 -1.9217 3.3014 -0.96
B 0.5113 1.4161 1.6139 0.93
O 1.1022 2.6567 1.2223 -1.02
O 0.3430 1.2466 2.9790 -0.77
C -0.4362 2.3259 3.5027 -0.25
C -1.6218 -0.6780 1.1883 0.52
O -2.0782 -1.8260 0.8984 -0.84
O -2.1525 0.0433 2.0667 -0.81
H 1.3752 3.0918 -3.5279 0.16
H 2.7426 2.3840 -2.5776 0.15
H 1.8115 1.3464 -3.6812 0.15
H 2.3013 1.1876 -0.5919 0.15
H 1.8217 0.0445 -1.8223 0.14
H -1.0683 1.2453 -0.3776 -0.20
H -0.7651 -2.0992 -1.3452 0.20
H -0.1087 -0.8847 -2.4158 0.15
H -2.0188 0.4903 -2.2989 0.16
H -2.8815 -0.6689 -1.2261 0.21
H -1.8802 -1.2929 -3.8673 0.33
H -3.4577 -0.9790 -3.4948 0.32
H 2.2548 -0.8952 0.8618 0.25
H 1.5222 -1.9863 -0.2646 0.24
H 0.0521 -3.7983 0.5575 0.50
H 0.3780 -2.6211 3.9580 0.49
H 0.4457 3.2143 0.7966 0.49
H -1.1440 2.6363 2.7257 0.18
H -1.0448 1.9844 4.3358 0.18
H 0.1900 3.1952 3.7232 0.15
```

Summary:
HOMO-LUMO gap = 4.8 eV
E_LUMO = 0.193 Ha
2S+1 = 1
net charge = -2
max |F| = 0.0627 hartree/bohr



Entry from the Open Molecules 2025 dataset: a structure of composition C7H20BiClSiSn at a distorted geometry (the ωB97M-V functional and the def2-TZVPD basis).

```
31
Properties=species:S:1:pos:R:3:nbo_charge:R:1
Bi -0.1137 0.3329 0.4518 0.29
Cl -0.0285 0.6200 -2.1808 -0.74
C 1.6712 -1.0138 0.1711 -1.01
H 1.8649 -1.5069 1.1316 0.19
H 2.5060 -0.3404 -0.0538 0.21
H 1.5037 -1.7315 -0.6325 0.20
Sn 1.2285 3.1448 -1.3050 1.03
C 2.4696 2.8575 -3.0736 -1.10
C -0.6072 4.0937 -1.9712 -1.10
C 2.2603 4.7104 -0.3059 -1.26
H -1.3484 4.0078 -1.1751 0.20
H -0.3589 5.1476 -2.1619 0.20
H -0.9589 3.6043 -2.8815 0.21
H 3.1857 2.0598 -2.8546 0.20
H 1.8570 2.5903 -3.9405 0.20
H 2.9871 3.8150 -3.2471 0.20
H 3.3363 4.8462 -0.4843 0.15
H 1.6998 5.5758 0.0785 0.15
C -1.6295 -2.9790 1.3425 -1.14
Si -1.5461 -1.8958 -0.1962 1.19
C -0.7475 -2.8757 -1.5942 -1.13
C -3.2569 -1.3728 -0.7636 -1.13
H -0.6380 -3.3712 1.6170 0.23
H -2.2896 -3.8380 1.1375 0.19
H -2.0393 -2.4347 2.2075 0.23
H -1.3839 -3.7506 -1.8034 0.19
H -0.6626 -2.2853 -2.5178 0.26
H 0.2532 -3.2488 -1.3395 0.22
H -3.8683 -2.2721 -0.9419 0.19
H -3.7744 -0.7599 -0.0111 0.22
H -3.2051 -0.7955 -1.6991 0.25
```

Summary:
HOMO-LUMO gap (spin up / spin down) = 3.7 / 3.9 eV
E_LUMO (spin up / spin down) = 0.200 / 0.200 Ha
2S+1 = 1
ΔE to the lowest compared entry with this formula, charge and spin = 6.9 kJ/mol
net charge = -2
max |F| = 0.0451 hartree/bohr



Entry from the Open Molecules 2025 dataset: a structure of composition C7H20CeClOSiTi at a distorted geometry (the ωB97M-V functional and the def2-TZVPD basis).

```
32
Properties=species:S:1:pos:R:3:lowdin_charge:R:1
Ti -1.7630 -3.1645 -1.1849 0.47
Cl -3.5095 -3.3175 -2.5298 0.00
C -2.1585 -4.5503 0.2279 -0.27
C -0.1757 -3.8996 -2.1833 -0.25
H -1.4696 -5.3982 0.1237 -0.01
H -2.0314 -4.0839 1.2153 -0.01
H -3.1984 -4.8862 0.1083 -0.01
H -0.0560 -4.9198 -1.7888 0.00
H 0.7556 -3.3345 -2.0593 -0.01
H -0.4397 -3.9681 -3.2477 0.00
Ce -0.3222 0.3665 -1.3937 0.59
C 1.7855 -0.3195 -1.8979 -0.36
C -0.9725 -1.4360 -0.1051 -0.47
H 1.9342 -1.4049 -1.9452 -0.04
H 1.9845 0.1461 -2.8834 -0.02
H 2.4330 0.1515 -1.1371 -0.01
H 0.1149 -1.6622 0.1684 -0.01
H -1.3652 -0.9040 0.7982 -0.03
C -1.0127 4.0868 1.3337 -0.18
Si 0.5004 2.9956 1.1114 0.32
C 1.9466 3.9433 0.3819 -0.18
C 0.9704 2.2163 2.7654 -0.18
O 0.0853 1.8138 0.0008 -0.58
H -0.8090 4.9100 2.0344 0.02
H -1.8635 3.5018 1.7143 0.03
H -1.3095 4.5154 0.3642 0.03
H 2.1104 4.8922 0.9082 0.02
H 2.8723 3.3572 0.4332 0.03
H 1.7584 4.1675 -0.6764 0.03
H 0.1447 1.6174 3.1777 0.03
H 1.8473 1.5612 2.6696 0.03
H 1.2130 3.0065 3.4960 0.02
```

Summary:
HOMO-LUMO gap (spin up / spin down) = 3.1 / 6.9 eV
E_LUMO (spin up / spin down) = 0.094 / 0.090 Ha
2S+1 = 3
ΔE to the lowest compared entry with this formula, charge and spin = 0.0 kJ/mol
net charge = -1
max |F| = 0.0699 hartree/bohr